37
Properties=species:S:1:pos:R:3:lowdin_charge:R:1 method="wB97M-V/def2-TZVPD" multiplicity=1 homo_energy_ha=-0.1914 homo_lumo_gap_ev=2.75 charge=0
C -0.70283 -2.25391 -3.00638 -0.09
O 0.69253 -2.17873 -3.42161 -0.19
C 1.47593 -1.36758 -2.52370 -0.16
N 0.92302 0.01577 -2.31935 0.02
C 0.43940 0.81257 -3.45128 0.03
C -0.17462 2.22015 -3.32353 -0.05
C -0.28599 2.86463 -1.87634 -0.61
I -1.19513 4.82290 -1.68463 0.84
C 0.27460 2.00929 -0.70065 0.04
C 0.87414 0.57400 -0.96670 -0.08
N 1.38087 -0.15310 0.19368 -0.11
C 0.30420 -0.48705 1.19039 -0.07
C 2.56379 0.49396 0.80734 -0.35
C 2.54933 1.79607 1.73832 -0.02
O 3.69612 -0.03431 0.56954 0.04
H -0.89217 -1.84401 -1.94818 0.10
H -1.28889 -1.57122 -3.73963 0.10
H -1.16414 -3.29385 -3.10751 0.11
H 2.54247 -1.23655 -2.95399 0.17
H 1.60259 -1.95953 -1.55430 0.16
H 0.51553 0.35456 -4.49915 0.15
H -0.56999 2.79502 -4.23710 0.11
H 0.23563 2.39404 0.36834 0.11
H -0.67705 -0.71441 0.63102 0.10
H 0.13085 0.34818 1.95340 0.08
H 0.58086 -1.42373 1.81374 0.12
H 1.56494 1.95901 2.29631 0.08
H 2.82892 2.74777 1.15292 0.10
H 3.36347 1.67122 2.55106 0.11
C -3.16802 -1.05458 4.32338 -0.15
C -2.19869 -1.28164 3.14552 -0.61
O -2.12286 -0.13851 2.45501 -0.36
H -4.17271 -0.78955 3.97782 0.05
H -3.25800 -1.97439 4.91747 0.05
H -2.81430 -0.26523 4.99500 0.05
H -2.58387 -2.18176 2.62501 0.07
H -1.26997 -1.67549 3.60877 0.07